(1)
5 unconnected molecules or ions with the total composition H8IO4, computed with ωB97M-V/def2-TZVPD.

The geometry in ORCA input format:
```
! wB97M-V def2-TZVPD RIJCOSX def2/J DEFGRID3
* xyz -1 1
I -6.21061 2.17213 7.56700
O -6.55408 5.77368 7.91836
H -5.93683 5.06300 7.61330
H -7.38837 5.55641 7.51980
O -9.42404 4.81290 6.74504
H -10.06098 5.16451 7.41785
H -9.71720 5.35798 5.97413
O -5.03856 6.51145 4.63458
H -5.55098 5.67689 4.59052
H -5.50214 7.27152 4.31775
O -2.49322 4.03236 6.41499
H -2.50332 4.96416 6.56819
H -3.22535 3.53671 6.86446
*
```

Calculated values
Relative energy (zero: lowest compared OMol25 entry of this formula, charge and spin)   1.328 eV
E   -603.531695 Eh
Highest occupied orbital energy   -3.617 eV
M   199.0 g/mol


(2)
A molecular structure, H8MgO12S2, computed with ωB97M-V/def2-TZVPD.

The geometry in ORCA input format:
```
! wB97M-V def2-TZVPD RIJCOSX def2/J DEFGRID3
* xyz -2 1
Mg 0.61853 0.04795 0.20545
S -2.40471 0.92448 -0.24500
O -2.87020 0.19826 0.92035
O -2.29221 2.38333 0.04441
O -1.00589 0.45668 -0.68124
O -3.26737 0.70021 -1.43085
S -0.02676 -1.87058 1.70727
O 0.94253 -2.55274 2.58300
O -1.36866 -2.39371 1.82414
O 0.05042 -0.37333 1.93367
O 0.43238 -1.89987 0.26668
O 0.58211 2.08429 0.60155
H 0.32318 2.62775 1.34894
H 0.96323 2.68342 -0.04418
O 1.58452 0.02834 -1.56372
H 2.14864 -0.69670 -1.84510
H 1.63194 0.70186 -2.24578
O 2.59443 0.08361 1.07387
H 2.63530 0.29496 2.01110
H 3.49269 -0.08265 0.78208
O -1.33685 -1.27202 -2.71097
H -2.20887 -1.57258 -2.43939
H -1.21838 -0.50098 -2.09631
*
```

Calculated values
Relative energy (zero: lowest compared OMol25 entry of this formula, charge and spin)   0.000 eV
E   -1904.345800 Eh
Highest occupied orbital energy   -0.592 eV
M   288.5 g/mol


(3)
A single H8N2Si2 molecule, computed with ωB97M-V/def2-TZVPD.

The geometry in ORCA input format:
```
! wB97M-V def2-TZVPD RIJCOSX def2/J DEFGRID3
* xyz 0 1
N 0.60325 -1.64785 -0.64842
Si 0.44877 -0.30078 0.41838
N -1.00611 -0.43651 1.46119
Si 0.17609 1.48138 -0.85167
H 0.30239 -1.25139 -1.52117
H -0.00101 -2.44387 -0.45815
H 1.76850 -0.44369 1.16033
H -0.96995 -1.17013 2.13633
H -1.42703 0.45334 1.87885
H -0.00449 1.19856 -2.24150
H 1.21504 2.49602 -0.85117
H -1.10545 2.06493 -0.48301
*
```

Calculated values
SMILES string   N[SiH](N)[SiH3]
Relative energy (zero: lowest compared OMol25 entry of this formula, charge and spin)   1.039 eV
E   -693.293870 Eh
Highest occupied orbital energy   -9.796 eV
M   92.2 g/mol


(4)
2 unconnected molecules or ions with the total composition H8N4, computed with ωB97M-V/def2-TZVPD.

The geometry in ORCA input format:
```
! wB97M-V def2-TZVPD RIJCOSX def2/J DEFGRID3
* xyz 0 1
N -1.48292 -0.65895 0.08864
N -1.50846 0.77405 0.13838
H -2.34841 -1.00484 0.49565
H -1.38403 -1.01475 -0.87260
H -2.10943 1.16654 -0.58828
H -0.55368 1.08378 -0.05106
N 1.41117 -0.75211 -0.13671
N 1.54642 0.67384 -0.03993
H 0.37967 -0.96995 0.05737
H 2.02698 -1.23913 0.51715
H 1.63069 0.99497 0.92690
H 2.39200 0.94656 -0.53553
*
```

Calculated values
SMILES string   NN.NN
Relative energy (zero: lowest compared OMol25 entry of this formula, charge and spin)   0.000 eV
E   -223.734632 Eh
Highest occupied orbital energy   -9.107 eV
M   64.1 g/mol